No. 1
DFT (ωB97M-V/def2-TZVPD) results for a structure of composition C48H38MnO2P2S.

Element x y z (Å)
Mn  0.664  0.039  -0.006
O  0.164  0.873  -1.992
S  -1.176  0.102  -1.898
C  -2.510  1.211  -2.232
C  -3.525  0.819  -3.082
C  -4.621  1.645  -3.392
C  -4.655  2.893  -2.847
C  -5.648  4.018  -3.026
C  -5.127  5.156  -2.109
C  -3.897  4.580  -1.447
C  -3.066  5.105  -0.503
C  -2.026  4.293  -0.020
C  -1.764  3.011  -0.467
P  -0.488  2.167  0.521
C  -1.070  2.177  2.244
C  -1.728  1.023  2.685
C  -2.233  0.947  3.976
C  -2.069  2.020  4.843
C  -1.403  3.165  4.419
C  -0.906  3.246  3.125
C  0.963  3.266  0.421
C  1.166  4.064  -0.703
C  2.331  4.810  -0.829
C  3.305  4.759  0.157
C  3.119  3.954  1.275
C  1.957  3.206  1.404
C  -2.578  2.460  -1.516
C  -3.652  3.277  -1.929
C  -1.155  -1.060  -3.203
C  -1.261  -0.595  -4.499
C  -1.347  -1.460  -5.601
C  -1.356  -2.807  -5.357
C  -1.500  -3.980  -6.300
C  -1.401  -5.237  -5.392
C  -1.174  -4.690  -4.002
C  -0.959  -5.320  -2.808
C  -0.686  -4.523  -1.681
C  -0.681  -3.141  -1.692
P  0.047  -2.377  -0.205
C  -0.856  -3.067  1.209
C  -2.209  -3.373  1.072
C  -2.956  -3.755  2.180
C  -2.364  -3.823  3.433
C  -1.017  -3.514  3.583
C  -0.268  -3.131  2.478
C  1.765  -2.999  -0.163
C  2.728  -2.158  -0.719
C  4.066  -2.527  -0.771
C  4.451  -3.759  -0.262
C  3.501  -4.614  0.286
C  2.164  -4.240  0.335
C  -1.012  -2.456  -2.910
C  -1.184  -3.281  -4.038
H  -3.480  -0.155  -3.546
H  -5.387  1.289  -4.069
H  -6.652  3.694  -2.746
H  -5.701  4.327  -4.070
H  -5.866  5.457  -1.367
H  -4.874  6.051  -2.679
H  -3.202  6.104  -0.105
H  -1.400  4.704  0.764
H  -1.858  0.184  2.011
H  -2.753  0.055  4.306
H  -2.456  1.964  5.853
H  -1.270  3.998  5.099
H  -0.378  4.140  2.810
H  0.413  4.106  -1.481
H  2.474  5.436  -1.702
H  4.210  5.345  0.057
H  3.874  3.916  2.051
H  1.817  2.605  2.295
H  -1.312  0.475  -4.666
H  -1.433  -1.053  -6.601
H  -0.716  -3.963  -7.059
H  -2.449  -3.932  -6.834
H  -0.584  -5.894  -5.692
H  -2.312  -5.836  -5.427
H  -0.945  -6.400  -2.722
H  -0.434  -5.034  -0.756
H  -2.678  -3.330  0.096
H  -4.003  -4.007  2.061
H  -2.949  -4.126  4.294
H  -0.548  -3.586  4.556
H  0.794  -2.940  2.598
H  2.445  -1.219  -1.183
H  4.800  -1.863  -1.211
H  5.493  -4.056  -0.298
H  3.803  -5.580  0.675
H  1.435  -4.919  0.761
O  1.324  -0.172  2.101
H  1.258  -1.040  2.524
H  0.944  0.459  2.732

Calculated values
Spin multiplicity = 6
HOMO level (spin up / spin down) = -12.9 / -12.9 eV
Gap between HOMO and LUMO (spin up / spin down) = 7.9 / 7.8 eV
Calculated total energy = -4233.873843 hartree
Net charge = +2

No. 2
DFT (ωB97M-V/def2-TZVPD) results for a structure of composition C48H39BiN7OPS4 at a distorted geometry.

Element x y z (Å)
Bi  -0.254  0.433  1.519
C  -0.747  -1.970  -3.832
N  -1.141  -1.720  -2.441
C  -0.510  -0.906  -1.561
N  -1.180  -0.877  -0.412
C  -2.279  -1.712  -0.563
C  -2.263  -2.237  -1.833
C  -3.223  -3.129  -2.507
C  -2.807  -4.339  -3.061
C  -3.727  -5.176  -3.676
C  -5.062  -4.805  -3.753
C  -5.482  -3.600  -3.202
C  -4.568  -2.765  -2.579
C  -3.223  -1.974  0.534
C  -3.861  -3.121  0.774
C  -4.605  -3.344  2.023
C  -4.641  -2.464  3.024
C  -3.994  -1.132  2.889
C  -3.280  -0.884  1.566
P  1.070  -0.037  -1.938
C  0.516  1.617  -1.433
N  -0.207  1.911  -0.361
C  -0.566  3.237  -0.442
C  -0.047  3.747  -1.610
N  0.632  2.713  -2.213
C  1.410  2.815  -3.451
C  -0.155  5.101  -2.182
C  0.309  6.197  -1.459
C  0.188  7.474  -1.985
C  -0.408  7.663  -3.225
C  -0.881  6.574  -3.945
C  -0.751  5.294  -3.428
C  -1.399  3.905  0.575
C  -1.128  3.744  1.934
C  -1.931  4.349  2.892
C  -3.006  5.133  2.498
C  -3.265  5.319  1.145
C  -2.469  4.712  0.186
C  1.958  -0.684  -0.482
N  1.492  -0.824  0.763
C  2.424  -1.525  1.505
C  3.503  -1.766  0.686
N  3.174  -1.254  -0.551
C  4.026  -1.305  -1.744
C  4.748  -2.498  0.972
C  4.679  -3.768  1.544
C  5.844  -4.459  1.836
C  7.081  -3.885  1.570
C  7.153  -2.617  1.009
C  5.990  -1.924  0.706
C  2.229  -1.822  2.932
C  3.271  -1.672  3.844
C  3.032  -1.844  5.198
C  1.761  -2.177  5.653
C  0.731  -2.366  4.746
C  0.966  -2.192  3.390
H  -0.253  -1.095  -4.238
H  -0.073  -2.822  -3.898
H  -1.638  -2.181  -4.416
H  -1.767  -4.642  -2.990
H  -3.398  -6.118  -4.099
H  -5.778  -5.455  -4.241
H  -6.521  -3.304  -3.268
H  -4.890  -1.822  -2.151
H  -3.811  -3.935  0.061
H  -5.111  -4.295  2.134
H  -5.162  -2.679  3.948
H  -4.640  -0.335  3.247
H  -3.473  0.091  1.108
H  1.669  3.856  -3.613
H  2.320  2.232  -3.354
H  0.834  2.459  -4.303
H  0.771  6.043  -0.490
H  0.562  8.322  -1.426
H  -0.508  8.663  -3.630
H  -1.356  6.721  -4.907
H  -1.135  4.443  -3.983
H  -0.233  3.216  2.257
H  -1.694  4.230  3.943
H  -3.626  5.616  3.242
H  -4.094  5.945  0.834
H  -2.679  4.855  -0.868
H  4.748  -2.105  -1.627
H  3.418  -1.494  -2.624
H  4.550  -0.359  -1.867
H  3.712  -4.210  1.753
H  5.786  -5.450  2.269
H  7.989  -4.425  1.807
H  8.116  -2.165  0.809
H  6.049  -0.921  0.296
H  4.256  -1.387  3.495
H  3.842  -1.705  5.904
H  1.578  -2.294  6.713
H  -0.255  -2.653  5.090
H  0.171  -2.401  2.677
S  1.444  1.567  3.534
S  3.211  1.682  2.598
S  2.737  2.820  0.913
S  3.884  2.325  -0.566
O  -2.654  -1.037  3.536
N  -2.027  -0.957  2.345

Calculated values
Spin multiplicity = 1
HOMO level (spin up / spin down) = -12.2 / -12.1 eV
Relative energy (zero: lowest compared OMol25 entry of this formula, charge and spin) = 0.0 kJ/mol
Gap between HOMO and LUMO (spin up / spin down) = 5.8 / 5.8 eV
Calculated total energy = -4459.264591 hartree
Net charge = +2

Look up the net charge of the first one.
+2